Entry from the OMol25 dataset: a 2-piece molecular cluster, C4H12S2 overall at a distorted geometry (ωB97M-V with the def2-TZVPD basis set).

Summary:
**Highest occupied orbital energy**: -9.08 eV
**Largest force on an atom**: 2.2 eV/A
**Calculated total energy**: -955.94835 Eh
**Structure (SMILES)**: CCS.CCS
**Total charge**: 0
**Relative energy (zero: lowest compared OMol25 entry of this formula, charge and spin)**: 42.28 kJ/mol

Last column: Mulliken charge in e.
Positions of all 18 atoms, in Å:
S (13.557, 2.275, 9.714)  -0.24
C (15.910, 2.690, 11.027)  -1.25
C (15.206, 2.965, 9.673)  -0.14
H (12.983, 2.910, 8.671)  0.10
H (15.538, 3.360, 11.821)  0.30
H (16.993, 2.857, 10.905)  0.32
H (15.748, 1.646, 11.343)  0.37
H (15.358, 4.055, 9.553)  0.32
H (15.851, 2.453, 8.933)  0.20
S (16.959, 1.392, 4.025)  -0.21
C (14.891, 2.360, 5.695)  -0.79
C (15.320, 2.102, 4.251)  -0.60
H (17.627, 2.536, 4.283)  0.11
H (13.929, 2.898, 5.648)  0.29
H (15.608, 2.971, 6.269)  0.27
H (14.735, 1.407, 6.227)  0.29
H (14.624, 1.362, 3.810)  0.31
H (15.212, 3.046, 3.683)  0.33

---

Entry from the OMol25 dataset: a 2-piece molecular cluster, C4H12S2 overall at a distorted geometry (ωB97M-V with the def2-TZVPD basis set).

Summary:
**Highest occupied orbital energy**: -8.79 eV
**Largest force on an atom**: 1.9 eV/A
**Calculated total energy**: -955.93926 Eh
**Structure (SMILES)**: CCS.CCS
**Total charge**: 0
**Relative energy (zero: lowest compared OMol25 entry of this formula, charge and spin)**: 66.15 kJ/mol

Last column: Mulliken charge in e.
Positions of all 18 atoms, in Å:
C (-2.601, -1.619, 1.133)  -0.96
C (-1.765, -0.579, 0.426)  -0.34
S (-1.238, 0.825, 1.506)  -0.24
H (-2.665, -2.580, 0.623)  0.33
H (-2.192, -1.821, 2.129)  0.27
H (-3.589, -1.215, 1.372)  0.27
H (-2.110, -0.340, -0.578)  0.40
H (-0.746, -0.931, 0.231)  0.16
H (-0.644, -0.028, 2.350)  0.11
C (2.308, 0.115, -1.309)  -1.23
C (1.906, 1.269, -0.383)  -0.23
S (0.860, 2.547, -1.180)  -0.21
H (1.456, -0.456, -1.620)  0.34
H (2.790, 0.551, -2.178)  0.39
H (3.041, -0.404, -0.690)  0.33
H (2.782, 1.759, 0.050)  0.36
H (1.409, 0.906, 0.518)  0.15
H (0.996, 2.000, -2.401)  0.10

---

Entry from the OMol25 dataset: a 2-piece molecular cluster, C4H12S2 overall (ωB97M-V with the def2-TZVPD basis set).

Summary:
**Highest occupied orbital energy**: -8.55 eV
**Largest force on an atom**: 0.8 eV/A
**Calculated total energy**: -955.95187 Eh
**Structure (SMILES)**: CCS.CSC
**Total charge**: 0
**Relative energy (zero: lowest compared OMol25 entry of this formula, charge and spin)**: 33.03 kJ/mol

Last column: Mulliken charge in e.
Positions of all 18 atoms, in Å:
C (0.336, -1.013, 3.575)  -0.98
C (0.590, -1.165, 2.079)  -0.40
S (0.453, -2.879, 1.447)  -0.21
H (0.726, -1.870, 4.114)  0.31
H (0.817, -0.097, 3.910)  0.31
H (-0.737, -0.967, 3.763)  0.30
H (1.627, -0.923, 1.823)  0.28
H (-0.051, -0.544, 1.470)  0.28
H (-0.862, -3.024, 1.645)  0.11
C (-1.097, 2.000, -3.439)  -0.83
S (-0.743, 2.319, -1.706)  -0.07
C (0.767, 1.363, -1.592)  -0.71
H (-0.360, 2.476, -4.077)  0.29
H (-1.119, 0.928, -3.628)  0.27
H (-2.077, 2.397, -3.693)  0.31
H (0.626, 0.446, -2.151)  0.24
H (1.035, 1.092, -0.576)  0.18
H (1.638, 1.892, -1.972)  0.33

---

Entry from the OMol25 dataset: a 2-piece molecular cluster, C4H12S2 overall at a distorted geometry (ωB97M-V with the def2-TZVPD basis set).

Summary:
**Highest occupied orbital energy (alpha / beta)**: -13.03 / -12.96 eV
**Largest force on an atom**: 7.3 eV/A
**Spin multiplicity**: 2
**Calculated total energy**: -955.56269 Eh
**Total charge**: +1
**Relative energy (zero: lowest compared OMol25 entry of this formula, charge and spin)**: 206.62 kJ/mol

Last column: Mulliken charge in e.
Positions of all 18 atoms, in Å:
C (1.991, -1.036, -1.359)  -0.96
C (0.910, -0.659, -2.420)  -0.29
S (-0.198, 0.737, -1.839)  0.20
H (1.597, -1.884, -0.817)  0.31
H (2.832, -1.478, -1.926)  0.34
H (2.405, -0.261, -0.669)  0.32
H (0.286, -1.410, -2.607)  0.38
H (1.613, -0.415, -3.435)  0.34
H (-0.265, 1.147, -0.546)  0.17
C (-2.142, 0.258, 1.117)  -0.98
C (-1.024, 0.429, 2.220)  -0.24
S (0.435, 1.304, 1.668)  -0.23
H (-2.647, 1.125, 0.729)  0.33
H (-1.631, -0.227, 0.311)  0.18
H (-2.797, -0.451, 1.566)  0.34
H (-0.403, -0.511, 2.474)  0.27
H (-1.422, 0.915, 3.146)  0.38
H (0.460, 2.416, 2.386)  0.15

---

Entry from the OMol25 dataset: C4H12Si2 as an isolated structure at a distorted geometry (ωB97M-V with the def2-TZVPD basis set).

Summary:
**Highest occupied orbital energy (alpha / beta)**: -5.37 / -10.23 eV
**Largest force on an atom**: 10.9 eV/A
**Spin multiplicity**: 3
**Calculated total energy**: -738.24693 Eh
**Total charge**: 0
**Relative energy (zero: lowest compared OMol25 entry of this formula, charge and spin)**: 435.05 kJ/mol

Last column: Mulliken charge in e.
Positions of all 18 atoms, in Å:
C (1.394, 1.022, -1.056)  -0.16
C (1.233, 1.681, -0.051)  0.15
C (-2.602, -1.114, 0.517)  -0.49
C (-2.033, -0.441, -0.461)  -0.10
Si (1.645, 0.046, -2.607)  0.36
Si (1.035, 2.631, 1.522)  0.31
H (0.348, -2.350, 1.911)  -0.01
H (0.857, -2.395, 1.321)  0.00
H (-3.654, -1.350, 0.518)  0.24
H (-2.039, -1.464, 1.367)  0.18
H (-2.597, -0.089, -1.310)  0.25
H (-0.983, -0.198, -0.455)  -0.11
H (2.895, -0.711, -2.476)  -0.10
H (1.729, 0.999, -3.716)  -0.11
H (0.519, -0.870, -2.792)  -0.11
H (0.692, 1.688, 2.590)  -0.10
H (-0.034, 3.615, 1.329)  -0.09
H (2.313, 3.290, 1.808)  -0.10

---

Entry from the OMol25 dataset: C4H13ClFeO5P as an isolated structure at a distorted geometry (ωB97M-V with the def2-TZVPD basis set).

Summary:
**Highest occupied orbital energy (alpha / beta)**: -19.71 / -19.65 eV
**Largest force on an atom**: 6.1 eV/A
**Spin multiplicity**: 7
**Calculated total energy**: -2600.32502 Eh
**Total charge**: +3

Last column: Mulliken charge in e.
Positions of all 25 atoms, in Å:
Fe (1.324, -3.539, 2.621)  1.05
Cl (3.187, -2.763, 3.832)  -0.17
C (6.481, -1.809, 6.342)  -0.36
O (5.805, -1.216, 5.265)  0.06
H (6.603, -1.047, 7.111)  0.32
H (5.881, -2.573, 6.836)  0.34
H (7.460, -2.168, 6.026)  0.34
H (5.083, -1.786, 4.992)  0.40
C (4.034, 4.665, 4.735)  -0.70
O (2.906, 3.799, 4.543)  -0.25
P (2.113, 3.232, 5.835)  1.07
O (2.340, 3.990, 7.108)  -0.25
O (0.542, 3.129, 5.394)  -0.19
C (-0.498, 2.826, 6.252)  -0.57
O (2.589, 1.685, 5.944)  -0.26
C (2.321, 0.797, 4.899)  -0.17
H (4.292, 5.218, 3.832)  0.27
H (4.904, 4.018, 4.617)  0.31
H (3.963, 5.194, 5.685)  0.37
H (-1.137, 2.092, 5.761)  0.26
H (-1.095, 3.687, 6.553)  0.30
H (-0.022, 2.383, 7.126)  0.35
H (1.398, 0.252, 5.101)  0.31
H (3.105, 0.043, 4.825)  -0.24
H (2.086, 1.281, 3.951)  0.41

---

Entry from the OMol25 dataset: a 2-piece molecular cluster, C4H13N overall at a distorted geometry (ωB97M-V with the def2-TZVPD basis set).

Summary:
**Highest occupied orbital energy**: -9.42 eV
**Largest force on an atom**: 2.2 eV/A
**Calculated total energy**: -214.92853 Eh
**Structure (SMILES)**: CCN.CC
**Total charge**: 0
**Relative energy (zero: lowest compared OMol25 entry of this formula, charge and spin)**: 12.36 kJ/mol

Last column: Mulliken charge in e.
Positions of all 18 atoms, in Å:
C (3.783, 2.846, -0.618)  -0.75
C (3.103, 3.922, 0.263)  -0.83
H (4.845, 2.975, -0.458)  0.25
H (3.382, 1.885, -0.308)  0.24
H (3.471, 2.946, -1.621)  0.27
H (3.042, 3.611, 1.299)  0.26
H (2.135, 4.296, -0.071)  0.29
H (3.732, 4.815, 0.267)  0.26
C (-2.668, -2.429, 1.224)  -1.05
C (-2.429, -2.492, -0.263)  -0.23
N (-3.052, -3.674, -0.842)  -0.63
H (-3.724, -2.568, 1.440)  0.30
H (-2.270, -1.501, 1.626)  0.32
H (-2.203, -3.251, 1.772)  0.28
H (-1.354, -2.573, -0.445)  0.30
H (-2.802, -1.570, -0.713)  0.26
H (-2.936, -3.665, -1.849)  0.23
H (-4.056, -3.571, -0.703)  0.23

---

Entry from the OMol25 dataset: a 3-piece molecular cluster, C4H13N overall (ωB97M-V with the def2-TZVPD basis set).

Summary:
**Highest occupied orbital energy**: -7.22 eV
**Largest force on an atom**: 0.5 eV/A
**Calculated total energy**: -214.76812 Eh
**Total charge**: 0
**Relative energy (zero: lowest compared OMol25 entry of this formula, charge and spin)**: 433.50 kJ/mol

Last column: Mulliken charge in e.
Positions of all 18 atoms, in Å:
C (-0.581, 0.100, 1.879)  -0.53
C (1.086, -1.104, 0.716)  -1.16
N (-1.640, 0.177, 1.078)  -0.41
H (-1.310, 0.292, 0.051)  0.33
H (-2.248, -0.635, 1.131)  0.29
H (-0.559, -0.606, 2.697)  0.36
H (0.073, 0.959, 1.930)  0.37
H (0.705, -2.106, 0.921)  0.32
H (1.665, -0.757, 1.571)  0.37
H (1.793, -1.173, -0.119)  0.36
C (-0.369, 0.010, -1.389)  -0.93
C (0.466, 1.260, -1.636)  -0.82
H (0.535, 1.528, -2.697)  0.33
H (1.490, 1.130, -1.271)  0.28
H (0.048, 2.129, -1.117)  0.26
H (-1.396, 0.145, -1.750)  0.41
H (0.029, -0.863, -1.911)  0.35
H (0.214, -0.484, -0.083)  -0.16